[1]
ORCA calculation (ωB97M-V with the def2-TZVPD basis set) on a molecular structure, AgI4.

Output
Largest force on an atom = 1.7 eV/A
Multiplicity = 2
Highest occupied orbital energy (alpha / beta) = -0.0290 / -0.0209 Ha
HOMO-LUMO gap (alpha / beta) = 4.51 / 3.58 eV
Charge = -2

Geometry (Å):
I  1.9292  -0.9312  -1.1225
I  -2.1593  -0.1938  -1.9410
I  0.9421  2.7586  -1.6800
Ag  1.4572  -1.1813  1.9398
I  -2.1693  -0.4524  2.8037


[2]
ORCA calculation (ωB97M-V with the def2-TZVPD basis set) on 2 unconnected molecules or ions with the total composition C2N2OS2.

Output
SMILES = N#CN=S.O=C=S
Largest force on an atom = 3.4 eV/A
Highest occupied orbital energy (alpha / beta) = -0.3456 / -0.3428 Ha
HOMO-LUMO gap (alpha / beta) = 6.85 / 6.81 eV

Geometry (Å):
S  -2.6634  1.7869  -0.0931
N  1.0630  -0.0555  -0.2881
C  1.7260  -1.0642  0.1226
S  1.1127  1.4571  -0.5485
O  -1.4011  -0.5373  0.1848
N  2.0089  -2.1215  0.4609
C  -1.8461  0.5345  0.1615


[3]
ORCA calculation (ωB97M-V with the def2-TZVPD basis set) on a molecular structure, C25H49IrNO2SSi2.

Output
Largest force on an atom = 5.3 eV/A
Multiplicity = 5
Highest occupied orbital energy (alpha / beta) = -0.2421 / -0.3608 Ha
HOMO-LUMO gap (alpha / beta) = 4.66 / 5.67 eV
Charge = +1

Geometry (Å):
Si  3.8440  1.8518  2.1575
H  2.9164  -0.0892  -1.9409
H  -2.4097  -2.1920  -2.0473
H  -3.0417  0.0628  3.8029
C  1.8390  3.3550  -1.1820
H  -2.3287  -2.9639  -5.8277
C  -2.5886  0.8426  3.2074
H  -4.1475  -2.2084  -0.4350
H  3.3968  1.0569  -0.1696
C  -3.3155  1.9230  2.7199
C  -3.6227  -3.1146  -0.0842
C  1.6350  -1.6018  3.0285
N  -0.5769  1.7300  2.2276
C  4.8785  0.7332  3.2570
H  -0.2664  0.6597  -0.0731
H  1.1906  4.1659  -1.5389
Ir  1.4656  1.2636  1.7111
H  1.4877  -2.2584  -0.5972
C  0.8376  0.7969  -0.0417
H  -3.4090  0.3738  -3.1427
H  2.8608  3.5282  -1.5401
H  -3.1647  3.7583  1.5640
C  -3.1285  0.1621  -1.0186
H  4.4471  4.1403  1.3417
H  3.3559  -0.3443  0.9688
C  -1.2648  2.7783  1.7530
H  0.9960  -3.5894  3.8070
C  3.1664  0.7370  0.8604
H  -3.9028  0.8693  -0.6627
H  1.1478  -0.2428  -0.3083
H  -0.2122  2.7523  -3.4904
C  0.7573  -2.5690  3.5299
C  4.8553  3.1316  1.2049
H  2.7841  3.8808  2.9438
H  -3.8258  -2.8809  -4.8477
H  -4.5807  -0.7450  -2.3804
H  -0.6976  3.5238  1.1895
H  1.5902  -0.2870  -3.1056
H  -1.1087  -1.6914  -4.0222
C  0.9705  -0.3595  2.7809
H  -0.6612  -4.1576  -1.5806
C  2.5691  2.8230  3.1541
H  -1.2708  2.0661  -2.2333
Si  1.1672  1.6889  -1.7039
C  -2.6389  2.8952  1.9687
H  4.2783  0.3146  4.0752
C  2.2411  0.4508  -2.6137
H  4.8769  2.8998  0.1333
H  1.4580  2.7381  2.9822
H  -4.1110  -3.5207  0.8173
C  -2.1975  -1.6700  -4.1260
H  -4.3869  2.0133  2.9164
H  2.6853  -1.7376  2.8316
C  -2.1865  -2.8500  0.2466
H  2.7284  2.5683  4.2094
H  -0.4991  1.0053  -3.4206
H  -2.9795  -0.5874  -0.2245
S  -0.8298  -1.9356  3.8051
C  -0.3365  -3.1323  -1.4007
O  -2.8012  -1.6030  -2.7879
H  5.7073  1.3150  3.6803
H  5.8862  3.1177  1.5813
C  0.8199  -3.1094  -0.4338
H  -0.0193  -2.6568  -2.3381
H  0.5573  -3.1667  0.6263
C  -3.5441  -0.3870  -2.3677
C  -1.2109  0.7330  2.8921
H  1.4226  -3.9940  -0.6658
H  -2.4411  -3.8318  -4.2680
H  -2.5142  -0.7632  -4.6623
H  5.2916  -0.0880  2.6548
H  -2.2152  0.7761  -1.1034
C  -2.7324  -2.9161  -4.8055
C  -0.3654  -0.3919  3.1281
H  2.8311  0.9230  -3.4056
C  -0.3556  1.9008  -2.8064
H  1.8678  3.4095  -0.0766
H  -3.6622  -3.8843  -0.8737
H  -2.0718  -2.0647  1.0094
O  -1.5453  -2.4118  -1.0104
H  -1.6420  -3.7181  0.5972


[4]
ORCA calculation (ωB97M-V with the def2-TZVPD basis set) on 2 unconnected molecules or ions with the total composition C2H3N3O2.

Output
Largest force on an atom = 4.2 eV/A
Highest occupied orbital energy (alpha / beta) = -0.3850 / -0.3632 Ha
HOMO-LUMO gap (alpha / beta) = 9.19 / 7.65 eV

Geometry (Å):
N  1.3543  -1.2182  0.5437
O  0.5346  -2.0581  0.4838
H  -1.0934  -0.5638  -1.1653
O  2.4899  -1.0065  0.8711
H  -2.1552  0.6583  -0.1193
C  -1.1889  -0.0267  -0.1690
C  0.4527  1.6731  -0.4130
N  -0.1176  0.7724  0.2537
H  -1.3251  -0.7610  0.5810
N  1.0488  2.5305  -0.8668


[5]
ORCA calculation (ωB97M-V with the def2-TZVPD basis set) on C19H18OSi in the gas phase.

Output
SMILES = CO[Si](c1ccccc1)(c1ccccc1)c1ccccc1
Largest force on an atom = 1.8 eV/A
Highest occupied orbital energy = -0.3386 Ha
HOMO-LUMO gap = 10.04 eV

Geometry (Å):
C  -0.6196  -1.5973  1.8579
C  -3.2225  -1.0997  2.5098
H  4.5855  -0.2696  1.0357
H  2.4739  2.9807  2.8755
C  1.3339  1.7163  1.5541
Si  -0.3502  0.3818  -0.0531
H  -1.2106  3.6448  -1.1830
C  -2.5147  -1.9850  3.2603
H  -0.6214  -3.0021  3.4144
H  0.3036  2.7710  -1.4242
H  1.2248  0.9684  -2.3016
H  -0.2865  -1.6329  -5.3415
H  0.3952  -1.7901  1.6009
C  -1.3315  -0.6478  1.1222
H  0.4228  2.2177  1.7353
H  -2.9380  -2.5181  4.0911
C  2.5151  -0.0435  0.4791
O  -0.9996  1.9303  -0.1360
H  2.5393  -0.7953  -0.2726
H  -4.2552  -0.9053  2.7630
C  2.5024  2.0967  2.2229
C  -0.7715  2.6648  -1.3016
C  -1.2143  -2.2930  2.8868
H  -1.9394  -2.4107  -3.8121
H  -1.9217  -1.7549  -1.4242
C  -0.2781  -1.2597  -4.3310
C  1.3650  0.6935  0.6301
H  1.3553  0.0422  -4.6300
C  -1.1967  -1.7307  -3.4440
C  -2.6318  -0.4085  1.4748
C  0.6553  -0.3357  -3.9126
C  -1.1785  -1.3522  -2.1172
C  3.6616  1.3606  2.0300
C  -0.3051  -0.3580  -1.7356
H  -1.1862  2.1783  -2.1773
H  -3.1796  0.3879  0.9869
C  0.5643  0.1896  -2.6356
C  3.6768  0.3042  1.1433
H  4.5780  1.6613  2.5588


[6]
ORCA calculation (ωB97M-V with the def2-TZVPD basis set) on 12 unconnected molecules or ions with the total composition C36H82O26S7.

Output
SMILES = O=S1(=O)CCCC1.O=S1(=O)CCCC1.O=S1(=O)CCCC1.O=S1(=O)CCCC1.O=S1(=O)CCCC1.O=S1(=O)CCCC1.O=S1(=O)OCCO1.OCCO.OCCO.OCCO.OCCO.OCCO
Largest force on an atom = 3.0 eV/A
Highest occupied orbital energy = -0.3600 Ha
HOMO-LUMO gap = 9.67 eV

Geometry (Å):
H  -3.0877  2.0434  1.8933
H  -1.1234  2.6180  2.5896
O  -4.3962  1.6698  -6.4252
H  -0.6679  4.9742  3.5873
C  2.0772  3.6689  0.8905
O  -6.4308  -0.8036  1.0053
H  -1.4247  -4.8259  -5.5532
H  1.2144  3.0234  0.7589
H  0.5474  -5.1982  0.8056
H  -3.2295  -0.1183  0.3755
H  -6.1600  -0.3930  3.8169
H  -2.8859  5.7071  -2.0936
H  1.1097  4.9391  2.3276
O  -1.3687  -6.2403  0.4873
H  -0.1198  -3.5207  -2.1777
H  -1.8739  4.1689  4.5098
O  1.7165  -1.2904  3.1165
H  -0.6808  4.0661  -1.9004
O  3.1422  -0.7644  -0.3084
O  1.2899  1.8662  6.1863
H  1.6112  -2.0799  3.6517
O  5.4021  -1.4759  0.5909
H  -4.4966  -0.8643  4.0094
H  4.3661  -0.4668  -2.6486
S  -3.6635  2.1569  -5.2594
S  2.1832  4.7977  -0.5798
O  -1.0006  2.4469  7.1039
H  -1.7170  -4.2344  -1.7992
H  2.8705  1.8804  -1.6860
H  -4.0106  3.6108  -1.9633
C  -0.8264  4.0900  4.2127
H  -5.3482  1.7956  2.8038
C  5.5085  -3.2736  -2.0157
H  4.0160  -3.9214  -0.4854
H  -1.7858  -6.7870  2.3459
O  -3.2953  5.4914  -1.2438
H  1.3873  2.5584  -2.3336
O  3.3406  0.8591  -4.2898
C  -1.0465  -3.9266  -2.5901
C  3.0817  -0.8624  3.1517
H  -1.5164  1.4147  -4.3477
H  -1.5038  -1.8838  -3.1818
H  1.5362  6.8059  0.4293
H  2.4820  4.0276  2.9066
C  -2.1426  3.3985  -0.7889
S  2.0387  -0.1685  -4.1231
C  -0.5200  2.7852  3.4830
H  4.0933  5.6860  1.8049
C  4.2224  -3.1288  -1.1956
C  -1.4547  -5.8591  1.8597
H  -1.8276  -5.5608  -0.0210
H  1.1729  4.0683  4.8576
H  2.1836  -2.9627  1.1955
C  -2.5186  -4.8098  2.0818
H  3.8321  2.6702  -3.7307
H  6.3271  -3.5735  -1.3525
S  -0.3795  -5.3314  -3.5915
H  -2.7614  -4.5630  3.1204
H  2.3935  0.7613  4.3552
H  -4.3140  1.5494  4.1577
C  -2.4121  0.9072  -4.6986
O  1.0121  -5.5498  -3.2350
H  -1.8669  1.7392  4.6745
H  5.3239  -1.9660  -3.6864
H  -3.2158  2.1534  -2.4120
H  2.8787  -0.1162  6.2426
H  0.2884  4.8270  6.1279
H  0.2463  -2.4715  -4.7967
C  -1.5429  -2.8811  -3.6115
O  -1.3748  -6.3708  -3.5409
H  -0.4889  -5.6675  2.3344
O  -3.0133  3.4439  -5.1934
C  1.6594  -3.8406  1.6034
C  5.1847  -0.7330  -1.9861
H  0.6285  -1.8688  -0.1726
H  0.8826  -3.3063  2.1715
H  3.0953  -4.0167  3.1764
O  1.5779  0.5867  -2.7638
H  -2.6029  -3.0894  -3.7813
H  6.8460  -1.7168  -2.9131
O  0.8658  4.9963  -1.1540
H  3.0514  3.1803  0.9397
H  5.7582  0.1455  -1.7082
C  -3.3943  1.0598  2.2459
C  -3.9663  0.3385  1.0372
C  3.2066  0.0319  4.3793
H  -3.5607  -0.6277  -3.6655
H  0.2048  -0.2128  1.9643
S  4.4229  -1.4362  -0.4741
O  -4.3950  -2.1904  1.6020
H  0.1162  -1.1121  -1.4844
C  -0.4641  -4.4366  -5.2024
C  -0.1357  -1.1202  -0.4104
C  -3.0068  0.2727  -3.4070
H  -1.4024  -2.3356  0.4186
H  -4.5542  1.0712  0.4793
C  -3.4323  4.0634  -1.1606
C  -3.8734  1.3574  -2.7763
H  -3.4558  -5.1991  1.6657
H  -0.5729  1.0049  -0.4468
O  1.1155  0.1180  -5.1810
O  3.3108  4.4836  -1.4238
H  -2.7075  -2.8991  1.5115
H  -2.1817  0.1038  -2.7171
C  0.1937  4.0834  5.3403
H  -5.1878  2.9370  -3.6508
C  2.1310  4.6429  2.0738
H  2.1036  -6.5597  2.4389
O  1.0588  -4.4428  0.4743
H  3.4370  -5.0899  1.8917
C  -4.7970  1.9414  -3.8356
H  -1.1876  -2.4870  -5.7482
O  1.8865  -5.7974  2.9785
H  -5.4602  1.1884  -4.2556
H  4.1695  0.5532  4.3587
H  0.3474  -4.6666  -5.8830
C  -4.6035  1.1013  3.2030
H  -4.3930  1.0727  -1.8586
O  -2.0404  -3.6073  1.4962
H  -1.5974  3.9446  -0.0141
C  -0.7866  1.7233  4.5275
C  3.0177  5.8386  1.7400
O  -1.2788  3.3043  -1.9539
H  0.5100  2.7517  3.1185
O  -0.1975  0.4955  1.4486
C  2.1903  1.8493  -2.5363
H  3.7227  -1.7350  3.3022
C  2.8887  2.1397  -3.8600
C  0.0925  0.3014  0.0576
H  2.8166  6.5932  2.5026
S  -5.1458  -0.9592  1.6406
H  -2.2123  0.2012  -5.4984
H  1.1335  0.5973  -0.0852
C  -0.7197  -2.9702  -4.8895
C  5.8017  -1.9555  -2.7045
C  -5.1713  -0.2803  3.3799
O  2.9601  -0.7711  5.5364
H  3.4152  -3.0065  -1.9217
H  -2.5342  0.5120  2.6326
H  -0.3386  0.7393  4.4055
O  -1.4440  -1.5922  -0.2049
C  2.4942  6.2974  0.3676
H  3.4124  -0.3839  2.2349
C  2.5969  -4.6716  2.4574
H  2.2756  2.6850  -4.5774
H  3.1886  6.8709  -0.2450
H  -4.0324  4.0507  -0.2355
H  5.4809  -4.1115  -2.7122
S  -0.0441  2.4050  6.0386
H  -2.2149  2.3471  -0.4865
O  2.4387  -1.5121  -3.8462